<a>
The following is a quantum chemistry calculation of a cluster of 10 separate species, C20H60O10 in total, from the Open Molecules 2025 dataset.

Output
SMILES string	CCO.CCO.CCO.CCO.CCO.CCO.CCO.CCO.CCO.CCO
charge	0
highest occupied orbital energy	-10.05	eV

Last columns: bonded neighbours and bond lengths (Å).
Positions of all 90 atoms, in Å:
1 C -1.5084 -7.2207 2.3359  C2 1.551, H4 1.090, H5 1.090, H6 1.090
2 C -2.8047 -7.5103 3.1365  C1 1.551, O3 1.369, H7 1.090, H8 1.090
3 O -3.2495 -8.7809 2.8883  C2 1.369, H9 0.960
4 H -1.6138 -7.2461 1.2513  C1 1.090
5 H -0.6849 -7.8710 2.6308  C1 1.090
6 H -1.0948 -6.2551 2.6269  C1 1.090
7 H -3.5449 -6.7551 2.8718  C2 1.090
8 H -2.6230 -7.3172 4.1937  C2 1.090
9 H -3.9702 -9.0271 3.4727  O3 0.960
10 C -4.3864 -0.4351 -6.4552  C11 1.527, H13 1.090, H14 1.090, H15 1.090
11 C -5.2628 0.8053 -6.6094  C10 1.527, O12 1.403, H16 1.090, H17 1.090
12 O -6.3627 0.5378 -7.4391  C11 1.403, H18 0.960
13 H -4.1299 -0.9691 -7.3702  C10 1.090
14 H -4.8502 -1.1625 -5.7889  C10 1.090
15 H -3.4138 -0.2500 -5.9994  C10 1.090
16 H -4.6799 1.5645 -7.1309  C11 1.090
17 H -5.5825 1.1711 -5.6337  C11 1.090
18 H -7.0302 0.0671 -6.9346  O12 0.960
19 C 6.3767 4.5096 4.0452  C20 1.539, H22 1.090, H23 1.090, H24 1.090
20 C 7.2456 3.3411 4.5431  C19 1.539, O21 1.391, H25 1.090, H26 1.090
21 O 8.4838 3.3668 3.9102  C20 1.391, H27 0.960
22 H 5.4591 4.6809 4.6079  C19 1.090
23 H 6.0933 4.4172 2.9968  C19 1.090
24 H 6.9729 5.4124 4.1784  C19 1.090
25 H 6.6549 2.4374 4.3931  C20 1.090
26 H 7.4303 3.3940 5.6161  C20 1.090
27 H 8.8960 4.2321 3.8558  O21 0.960
28 C -7.0660 -4.1261 -0.5245  C29 1.604, H31 1.090, H32 1.090, H33 1.090
29 C -7.2208 -2.6171 -0.0028  C28 1.604, O30 1.391, H34 1.090, H35 1.090
30 O -6.1582 -2.2620 0.8225  C29 1.391, H36 0.960
31 H -7.2461 -4.9001 0.2217  C28 1.090
32 H -6.0922 -4.1865 -1.0104  C28 1.090
33 H -7.7440 -4.3991 -1.3332  C28 1.090
34 H -8.1760 -2.5390 0.5163  C29 1.090
35 H -7.2132 -1.9479 -0.8632  C29 1.090
36 H -6.3087 -1.3825 1.1767  O30 0.960
37 C 7.1528 7.0524 -2.1361  C38 1.523, H40 1.090, H41 1.090, H42 1.090
38 C 7.0699 5.6505 -2.7258  C37 1.523, O39 1.444, H43 1.090, H44 1.090
39 O 5.7409 5.1379 -2.4863  C38 1.444, H45 0.960
40 H 8.0062 7.5995 -2.5369  C37 1.090
41 H 7.2979 6.9698 -1.0590  C37 1.090
42 H 6.2766 7.6411 -2.4077  C37 1.090
43 H 7.7730 4.9773 -2.2354  C38 1.090
44 H 7.2285 5.6730 -3.8039  C38 1.090
45 H 5.6137 4.3850 -3.0682  O39 0.960
46 C 0.5271 -5.3872 -7.2980  C47 1.503, H49 1.090, H50 1.090, H51 1.090
47 C 0.2486 -5.2090 -5.8314  C46 1.503, O48 1.388, H52 1.090, H53 1.090
48 O 0.9121 -4.1566 -5.2161  C47 1.388, H54 0.960
49 H 0.4475 -4.4406 -7.8326  C46 1.090
50 H -0.1624 -6.0716 -7.7923  C46 1.090
51 H 1.5263 -5.7976 -7.4434  C46 1.090
52 H 0.5642 -6.1120 -5.3088  C47 1.090
53 H -0.8296 -5.1910 -5.6723  C47 1.090
54 H 0.3929 -3.8057 -4.4888  O48 0.960
55 C -1.4114 4.8517 6.3372  C56 1.562, H58 1.090, H59 1.090, H60 1.090
56 C -0.8435 6.2735 6.6464  C55 1.562, O57 1.385, H61 1.090, H62 1.090
57 O -0.4332 6.3839 7.9645  C56 1.385, H63 0.960
58 H -0.6406 4.0964 6.4902  C55 1.090
59 H -1.6205 4.6901 5.2798  C55 1.090
60 H -2.3009 4.6106 6.9192  C55 1.090
61 H -1.5788 7.0616 6.4837  C56 1.090
62 H -0.0169 6.5374 5.9868  C56 1.090
63 H 0.1976 7.1063 7.9231  O57 0.960
64 C -4.2830 -1.0177 7.3568  C65 1.513, H67 1.090, H68 1.090, H69 1.090
65 C -4.2633 -0.7973 8.8536  C64 1.513, O66 1.383, H70 1.090, H71 1.090
66 O -3.1650 -1.4787 9.3460  C65 1.383, H72 0.960
67 H -5.2985 -0.8385 7.0037  C64 1.090
68 H -4.1464 -2.0876 7.1996  C64 1.090
69 H -3.5321 -0.4158 6.8450  C64 1.090
70 H -5.1742 -1.1812 9.3129  C65 1.090
71 H -4.1619 0.2601 9.0979  C65 1.090
72 H -2.6130 -0.7675 9.6794  O66 0.960
73 C 0.9766 -0.4582 1.6096  C74 1.538, H76 1.090, H77 1.090, H78 1.090
74 C 0.4165 0.0495 0.2699  C73 1.538, O75 1.407, H79 1.090, H80 1.090
75 O -0.5009 -0.9099 -0.1956  C74 1.407, H81 0.960
76 H 1.5917 0.3209 2.0600  C73 1.090
77 H 1.6801 -1.2907 1.5940  C73 1.090
78 H 0.1436 -0.7341 2.2562  C73 1.090
79 H 1.2541 0.1555 -0.4195  C74 1.090
80 H -0.0801 1.0146 0.3701  C74 1.090
81 H -1.2044 -0.9592 0.4558  O75 0.960
82 C 5.0772 1.8778 -7.8842  C83 1.519, H85 1.090, H86 1.090, H87 1.090
83 C 4.2888 0.6711 -7.4043  C82 1.519, O84 1.384, H88 1.090, H89 1.090
84 O 4.4444 0.6417 -6.0291  C83 1.384, H90 0.960
85 H 6.1115 1.6697 -7.6103  C82 1.090
86 H 4.7957 2.8708 -7.5339  C82 1.090
87 H 5.0226 1.8958 -8.9727  C82 1.090
88 H 4.6530 -0.3057 -7.7228  C83 1.090
89 H 3.2445 0.6515 -7.7160  C83 1.090
90 H 3.9899 -0.1400 -5.7064  O84 0.960

***

<b>
The following is a quantum chemistry calculation of a cluster of 10 separate species, C20H60O10 in total, from the Open Molecules 2025 dataset.

Output
SMILES string	CCO.CCO.CCO.CCO.CCO.CCO.CCO.CCO.CCO.CCO
charge	0
highest occupied orbital energy	-9.78	eV

Last columns: bonded neighbours and bond lengths (Å).
Positions of all 90 atoms, in Å:
1 C -3.2874 -2.0193 -2.7571  C2 1.508, H4 1.088, H5 1.095, H6 1.093
2 C -3.2576 -2.2676 -4.2441  C1 1.508, O3 1.432, H7 1.095, H8 1.093
3 O -2.5173 -3.4603 -4.5242  C2 1.432, H9 0.961
4 H -2.3083 -2.0238 -2.2826  C1 1.088
5 H -3.9295 -2.7249 -2.2191  C1 1.095
6 H -3.7697 -1.0630 -2.5366  C1 1.093
7 H -2.6884 -1.4643 -4.7233  C2 1.095
8 H -4.2691 -2.2376 -4.6576  C2 1.093
9 H -2.2989 -3.4514 -5.4596  O3 0.961
10 C -0.0209 3.6972 -1.8851  C11 1.499, H13 1.089, H14 1.090, H15 1.092
11 C -0.3926 4.8065 -2.8223  C10 1.499, O12 1.438, H16 1.100, H17 1.096
12 O 0.2179 6.0417 -2.4109  C11 1.438, H18 0.960
13 H -0.2269 3.9082 -0.8372  C10 1.089
14 H 1.0293 3.4498 -2.0427  C10 1.090
15 H -0.6566 2.8428 -2.1269  C10 1.092
16 H -1.4823 4.9561 -2.8308  C11 1.100
17 H -0.1331 4.6140 -3.8693  C11 1.096
18 H -0.0361 6.7230 -3.0378  O12 0.960
19 C -2.6816 -2.9431 2.0745  C20 1.521, H22 1.090, H23 1.090, H24 1.090
20 C -3.3595 -3.0027 0.7147  C19 1.521, O21 1.426, H25 1.097, H26 1.094
21 O -4.5946 -3.7042 0.8402  C20 1.426, H27 0.959
22 H -3.3282 -2.4978 2.8307  C19 1.090
23 H -1.7826 -2.3278 2.0345  C19 1.090
24 H -2.4324 -3.9672 2.3526  C19 1.090
25 H -2.7191 -3.5727 0.0300  C20 1.097
26 H -3.5108 -1.9968 0.3119  C20 1.094
27 H -5.2414 -3.3208 0.2441  O21 0.959
28 C -2.3508 2.8318 1.4788  C29 1.523, H31 1.090, H32 1.091, H33 1.086
29 C -3.6507 2.0909 1.1922  C28 1.523, O30 1.434, H34 1.094, H35 1.095
30 O -3.3610 0.7228 0.8736  C29 1.434, H36 0.963
31 H -2.5629 3.7421 2.0390  C28 1.090
32 H -1.9127 3.1804 0.5420  C28 1.091
33 H -1.6244 2.2056 1.9876  C28 1.086
34 H -4.1909 2.5610 0.3647  C29 1.094
35 H -4.3200 2.1480 2.0568  C29 1.095
36 H -4.1974 0.3010 0.6486  O30 0.963
37 C 0.6202 -2.2502 3.5573  C38 1.524, H40 1.091, H41 1.093, H42 1.092
38 C 1.8521 -1.6483 4.2233  C37 1.524, O39 1.421, H43 1.097, H44 1.093
39 O 2.1935 -0.4087 3.6188  C38 1.421, H45 0.977
40 H 0.7507 -2.6316 2.5436  C37 1.091
41 H -0.1115 -1.4456 3.4525  C37 1.093
42 H 0.2153 -3.0603 4.1667  C37 1.092
43 H 2.6984 -2.3373 4.1159  C38 1.097
44 H 1.6842 -1.5090 5.2939  C38 1.093
45 H 3.1175 -0.4891 3.3123  O39 0.977
46 C 0.9935 0.8197 -4.3136  C47 1.517, H49 1.091, H50 1.093, H51 1.090
47 C -0.3802 0.2388 -4.5890  C46 1.517, O48 1.423, H52 1.098, H53 1.091
48 O -1.3807 0.9141 -3.8363  C47 1.423, H54 0.970
49 H 0.9740 1.8781 -4.5789  C46 1.091
50 H 1.7189 0.3062 -4.9503  C46 1.093
51 H 1.3164 0.7462 -3.2753  C46 1.090
52 H -0.4432 -0.8286 -4.3376  C47 1.098
53 H -0.6089 0.2723 -5.6550  C47 1.091
54 H -1.2808 0.6520 -2.9081  O48 0.970
55 C 2.5548 4.4013 0.4662  C56 1.523, H58 1.089, H59 1.094, H60 1.090
56 C 2.4894 4.9595 1.8814  C55 1.523, O57 1.435, H61 1.092, H62 1.094
57 O 1.2467 4.6298 2.5185  C56 1.435, H63 0.962
58 H 2.3486 3.3319 0.4492  C55 1.089
59 H 3.5031 4.6795 -0.0022  C55 1.094
60 H 1.8220 4.9420 -0.1335  C55 1.090
61 H 2.5183 6.0458 1.7757  C56 1.092
62 H 3.2830 4.6257 2.5563  C56 1.094
63 H 1.3298 3.7334 2.8590  O57 0.962
64 C 4.7817 1.2482 1.2848  C65 1.512, H67 1.092, H68 1.092, H69 1.089
65 C 5.6930 0.4052 2.1486  C64 1.512, O66 1.446, H70 1.093, H71 1.095
66 O 4.8965 -0.4000 3.0484  C65 1.446, H72 0.965
67 H 5.3285 1.8892 0.5901  C64 1.092
68 H 4.2332 1.9572 1.9090  C64 1.092
69 H 4.1112 0.6218 0.6985  C64 1.089
70 H 6.3987 1.0583 2.6683  C65 1.093
71 H 6.2426 -0.3105 1.5281  C65 1.095
72 H 5.5584 -0.9721 3.4548  O66 0.965
73 C 0.4452 0.2593 0.6785  C74 1.529, H76 1.094, H77 1.092, H78 1.092
74 C -0.2304 -0.5514 -0.4277  C73 1.529, O75 1.424, H79 1.096, H80 1.091
75 O -1.2730 0.2415 -0.9860  C74 1.424, H81 0.979
76 H 1.4168 -0.1214 1.0059  C73 1.094
77 H -0.2332 0.2418 1.5346  C73 1.092
78 H 0.6445 1.2977 0.4070  C73 1.092
79 H -0.6526 -1.4489 0.0398  C74 1.096
80 H 0.4986 -0.7944 -1.2018  C74 1.091
81 H -1.9327 0.4093 -0.2829  O75 0.979
82 C 1.5496 -5.7100 1.2822  C83 1.508, H85 1.091, H86 1.092, H87 1.089
83 C 0.3162 -5.1093 0.6571  C82 1.508, O84 1.430, H88 1.100, H89 1.099
84 O 0.3334 -5.3130 -0.7587  C83 1.430, H90 0.963
85 H 1.5709 -6.7870 1.1100  C82 1.091
86 H 1.5069 -5.5688 2.3641  C82 1.092
87 H 2.4624 -5.2732 0.8788  C82 1.089
88 H 0.2366 -4.0197 0.7843  C83 1.100
89 H -0.5625 -5.5675 1.1324  C83 1.099
90 H -0.5173 -5.0271 -1.1083  O84 0.963

***

<c>
The following is a quantum chemistry calculation of a cluster of 10 separate species, C20H60O10 in total, from the Open Molecules 2025 dataset.

Output
SMILES string	CC(C)O.CC(C)O.CC(C)O.CC(C)O.CC(C)O.CC(C)O.CO.CO.O.O
charge	0
highest occupied orbital energy	-9.62	eV

Last columns: bonded neighbours and bond lengths (Å).
Positions of all 90 atoms, in Å:
1 C 3.3405 -21.2851 11.7277  C2 1.569, H5 1.090, H6 1.090, H7 1.090
2 C 2.4986 -20.0976 11.1409  C1 1.569, C3 1.556, O4 1.415, H8 1.090
3 C 1.0979 -20.3931 10.5306  C2 1.556, H9 1.090, H10 1.090, H11 1.090
4 O 2.1994 -19.1505 12.1491  C2 1.415, H12 0.960
5 H 4.2787 -20.9962 12.2014  C1 1.090
6 H 3.4267 -21.9638 10.8792  C1 1.090
7 H 2.6905 -21.7450 12.4721  C1 1.090
8 H 3.0867 -19.6054 10.3664  C2 1.090
9 H 0.6092 -19.4189 10.5406  C3 1.090
10 H 0.5435 -20.9386 11.2942  C3 1.090
11 H 1.1573 -20.8518 9.5436  C3 1.090
12 H 1.7038 -19.6607 12.7939  O4 0.960
13 C 1.4362 -14.8519 9.8747  C14 1.531, H17 1.090, H18 1.090, H19 1.090
14 C 2.1352 -16.1048 10.4100  C13 1.531, C15 1.538, O16 1.387, H20 1.090
15 C 3.5956 -15.8435 10.8143  C14 1.538, H21 1.090, H22 1.090, H23 1.090
16 O 1.5057 -16.4941 11.5825  C14 1.387, H24 0.960
17 H 0.9154 -14.2336 10.6058  C13 1.090
18 H 0.8033 -15.0287 9.0051  C13 1.090
19 H 2.0711 -14.1112 9.3884  C13 1.090
20 H 2.0803 -16.8559 9.6221  C14 1.090
21 H 4.0498 -16.8223 10.9689  C15 1.090
22 H 3.7453 -15.1573 11.6479  C15 1.090
23 H 4.1427 -15.2751 10.0622  C15 1.090
24 H 1.8323 -17.3499 11.8697  O16 0.960
25 C 4.5488 -14.2619 2.0197  C26 1.579, H29 1.090, H30 1.090, H31 1.090
26 C 3.9956 -15.4577 2.8896  C25 1.579, C27 1.519, O28 1.402, H32 1.090
27 C 4.0217 -16.7547 2.0991  C26 1.519, H33 1.090, H34 1.090, H35 1.090
28 O 4.8893 -15.6615 3.9499  C26 1.402, H36 0.960
29 H 4.5743 -13.3309 2.5861  C25 1.090
30 H 3.8190 -14.0319 1.2434  C25 1.090
31 H 5.4782 -14.5805 1.5476  C25 1.090
32 H 2.9973 -15.2022 3.2447  C26 1.090
33 H 3.8062 -17.6247 2.7195  C27 1.090
34 H 5.0015 -16.9994 1.6891  C27 1.090
35 H 3.3596 -16.7325 1.2335  C27 1.090
36 H 4.7035 -16.5412 4.2865  O28 0.960
37 C 7.5838 -13.9215 8.7352  C38 1.528, H41 1.090, H42 1.090, H43 1.090
38 C 7.5971 -13.6333 7.2345  C37 1.528, C39 1.536, O40 1.417, H44 1.090
39 C 7.2948 -14.8420 6.3357  C38 1.536, H45 1.090, H46 1.090, H47 1.090
40 O 6.5857 -12.6527 7.0793  C38 1.417, H48 0.960
41 H 7.6853 -12.9942 9.2991  C37 1.090
42 H 8.4240 -14.5516 9.0270  C37 1.090
43 H 6.6346 -14.4169 8.9393  C37 1.090
44 H 8.5493 -13.1547 7.0058  C38 1.090
45 H 6.4428 -15.4260 6.6836  C39 1.090
46 H 8.2164 -15.4142 6.2289  C39 1.090
47 H 7.2133 -14.4393 5.3261  C39 1.090
48 H 6.9599 -11.9407 7.6034  O40 0.960
49 C 6.7100 -21.0028 8.0919  C50 1.483, H53 1.090, H54 1.090, H55 1.090
50 C 7.5951 -21.6991 9.0568  C49 1.483, C51 1.520, O52 1.406, H56 1.090
51 C 7.2451 -21.3907 10.5038  C50 1.520, H57 1.090, H58 1.090, H59 1.090
52 O 7.4483 -23.0790 8.8301  C50 1.406, H60 0.960
53 H 5.6598 -21.2702 8.2093  C49 1.090
54 H 7.0137 -21.3313 7.0980  C49 1.090
55 H 6.8568 -19.9242 8.0363  C49 1.090
56 H 8.6106 -21.3900 8.8094  C50 1.090
57 H 7.3185 -20.3297 10.7426  C51 1.090
58 H 7.8758 -21.9739 11.1748  C51 1.090
59 H 6.2208 -21.6901 10.7258  C51 1.090
60 H 7.8524 -23.3287 7.9958  O52 0.960
61 C 6.9382 -20.1009 4.4294  C62 1.489, H65 1.090, H66 1.090, H67 1.090
62 C 6.6805 -19.6103 3.0471  C61 1.489, C63 1.527, O64 1.356, H68 1.090
63 C 7.3319 -18.2627 2.7465  C62 1.527, H69 1.090, H70 1.090, H71 1.090
64 O 7.2518 -20.4556 2.1536  C62 1.356, H72 0.960
65 H 6.4371 -21.0305 4.6992  C61 1.090
66 H 6.7927 -19.2969 5.1508  C61 1.090
67 H 8.0000 -20.3093 4.5610  C61 1.090
68 H 5.6185 -19.6066 2.8017  C62 1.090
69 H 6.9586 -17.4899 3.4184  C63 1.090
70 H 7.1777 -17.9402 1.7168  C63 1.090
71 H 8.4176 -18.2802 2.8416  C63 1.090
72 H 8.1603 -20.2004 1.9773  O64 0.960
73 C 1.8163 -16.3291 5.5747  O74 1.408, H75 1.090, H76 1.090, H77 1.090
74 O 0.6514 -15.7886 4.9963  C73 1.408, H78 0.960
75 H 2.3788 -16.6766 4.7082  C73 1.090
76 H 2.3337 -15.5125 6.0782  C73 1.090
77 H 1.6507 -17.2021 6.2060  C73 1.090
78 H 0.7926 -14.8760 4.7342  O74 0.960
79 C 4.4124 -17.8233 7.4890  O80 1.388, H81 1.090, H82 1.090, H83 1.090
80 O 4.5846 -18.1774 6.1585  C79 1.388, H84 0.960
81 H 4.3513 -18.7386 8.0776  C79 1.090
82 H 5.2691 -17.2828 7.8917  C79 1.090
83 H 3.5665 -17.1911 7.7588  C79 1.090
84 H 4.0011 -18.9200 5.9858  O80 0.960
85 O 4.2897 -22.3634 5.6439  H86 0.957, H87 0.957
86 H 4.0331 -21.4821 5.9155  O85 0.957
87 H 3.4620 -22.8317 5.5357  O85 0.957
88 O 2.6630 -20.2278 5.8923  H89 0.957, H90 0.957
89 H 1.9396 -20.3852 6.4990  O88 0.957
90 H 2.3081 -20.4529 5.0322  O88 0.957

***

Most stable structure: <b>